The following is a DFT calculation (the ωB97M-V functional and the def2-TZVPD basis) of a molecular structure, C28H37AsClF3N6O4OsSSi2 in a non-equilibrium geometry.

Cartesian coordinates (Å):
1 Os -0.44353 0.85343 0.92849
2 N 5.62712 -0.10481 -4.96832
3 C 4.68933 -0.31826 -3.97816
4 C 3.86815 0.72976 -3.54555
5 C 2.89698 0.50761 -2.59139
6 C 2.72982 -0.76366 -2.06414
7 C 3.53946 -1.81008 -2.47233
8 C 4.51640 -1.58928 -3.42559
9 S 1.49366 -1.10944 -0.85796
10 O 0.37929 -3.96834 -1.46218
11 O 0.26264 -0.91463 -1.81991
12 N 1.41696 0.28833 0.09182
13 C 2.40871 0.08227 1.04650
14 N 3.29185 -0.87021 0.73369
15 C 4.22722 -1.15259 1.63085
16 C 4.33323 -0.45724 2.81739
17 C 3.39741 0.55106 3.01078
18 N 2.43783 0.83071 2.14631
19 H 5.91047 0.84349 -5.14333
20 H 6.36131 -0.78453 -5.06371
21 H 4.00378 1.72005 -3.96207
22 H 2.27210 1.31546 -2.23345
23 H 3.40430 -2.79507 -2.04450
24 H 5.15379 -2.40418 -3.74447
25 H 4.91001 -1.95789 1.38260
26 H 5.08757 -0.68724 3.55297
27 H 3.42065 1.15902 3.90962
28 N -0.55868 4.57991 -0.60150
29 C -1.92177 4.39284 -0.52699
30 C -2.09665 3.05664 -0.40362
31 N -0.87090 2.40838 -0.41107
32 C 0.02536 3.38020 -0.50880
33 H -0.07736 5.45992 -0.67121
34 H -2.61698 5.20963 -0.56456
35 H -3.01676 2.50335 -0.33163
36 H 1.08924 3.22411 -0.54357
37 C -1.07706 1.51380 -3.60478
38 Si -2.15450 0.10726 -3.00621
39 C -3.94703 0.65336 -2.86821
40 C -1.96785 -1.27826 -4.25119
41 As -1.38592 -0.61781 -0.87376
42 Si -2.09087 -2.89140 -0.75589
43 C -1.94634 -3.61008 0.95951
44 C -3.88834 -2.96779 -1.30085
45 C -0.99249 -3.96332 -1.86714
46 H -1.35516 1.72279 -4.64062
47 H -0.02565 1.22988 -3.58373
48 H -1.20197 2.42342 -3.01988
49 H -4.45363 0.53125 -3.82638
50 H -4.00509 1.70642 -2.58998
51 H -4.51114 0.08579 -2.12742
52 H -2.20025 -0.86289 -5.23485
53 H -2.61492 -2.13724 -4.08345
54 H -0.93583 -1.63025 -4.27165
55 H -2.71860 -3.24186 1.63394
56 H -0.99010 -3.38751 1.43186
57 H -2.06007 -4.69414 0.86544
58 H -4.48452 -2.24014 -0.74712
59 H -4.29067 -3.95558 -1.06849
60 H -4.04176 -2.77731 -2.36203
61 H 0.43354 -4.22272 -0.53506
62 H -0.99602 -3.65738 -2.91215
63 H -1.40714 -4.98318 -1.83281
64 Cl -2.57118 1.73449 7.75931
65 C -1.86207 1.96483 6.17924
66 C -0.54075 1.61301 5.96536
67 C 0.01340 1.78616 4.71005
68 C -0.73089 2.31159 3.64873
69 C -0.13922 2.49940 2.29571
70 C -2.05717 2.67064 3.90904
71 C -2.62863 2.49677 5.15827
72 H 0.04404 1.19834 6.77410
73 H 1.04551 1.50662 4.54129
74 H 0.94049 2.61114 2.39417
75 H -0.57409 3.41198 1.87150
76 H -2.65728 3.09321 3.10980
77 H -3.65782 2.77153 5.34328
78 F -0.90906 -1.18839 5.30225
79 C -1.18156 -1.39240 4.01364
80 F -2.13749 -0.53122 3.64416
81 F -1.72539 -2.63470 3.92161
82 C 0.08882 -1.36633 3.11403
83 O 1.12179 -1.75681 3.61595
84 O -0.12408 -1.06369 1.89036

Cartesian forces, eV/Å:
Os -1.1515 -1.1639 -1.8417
N 0.0277 -0.0124 -0.1292
C -0.0196 0.0401 0.0358
C 0.0041 -0.0305 -0.0025
C -0.0434 -0.0584 0.0596
C 0.1964 0.0573 -0.0195
C 0.0123 0.0352 -0.0899
C -0.0477 -0.0184 0.0374
S -0.0193 -0.2364 -0.1538
O 0.0746 -0.0759 0.0112
O -0.1790 -0.0666 -0.2484
N -0.1908 0.1164 0.4014
C 0.0131 0.2397 -0.0549
N 0.0375 -0.1089 0.1620
C 0.0977 0.0062 0.0755
C -0.0660 0.0084 -0.0383
C 0.0787 -0.0599 0.0164
N 0.1664 0.0436 -0.0375
H 0.0183 -0.0120 0.0359
H 0.0156 0.0216 0.0238
H 0.0004 0.0240 -0.0204
H -0.0225 0.0249 -0.0056
H -0.0001 -0.0241 0.0284
H 0.0065 -0.0175 -0.0301
H 0.0105 0.0037 -0.0224
H 0.0154 -0.0076 0.0151
H 0.0000 0.0103 0.0205
N -0.1050 0.1534 -0.1177
C 0.0461 0.1046 -0.0787
C -0.0512 -0.3881 -0.2648
N 0.2896 1.6822 0.9074
C 0.0972 -0.5614 -0.4548
H -0.0205 -0.0205 -0.0252
H -0.0480 0.0266 -0.0124
H -0.0222 -0.0178 0.1263
H 0.0619 -0.0148 0.2030
C -0.0537 -0.0317 0.0559
Si -0.2342 0.0830 -0.0211
C 0.0426 -0.0051 0.0518
C 0.0875 0.0034 0.0878
As 0.7129 0.3613 0.4934
Si -0.1987 -0.1601 0.0244
C 0.0643 0.0816 -0.0938
C 0.0509 0.0172 0.0412
C -0.0158 -0.0027 0.0252
H 0.0184 0.0438 -0.0470
H 0.0525 -0.0463 -0.0047
H -0.0455 0.0017 -0.0038
H -0.0160 0.0304 -0.0631
H -0.0041 0.0397 0.0041
H 0.0078 -0.0682 0.0072
H -0.0189 -0.0320 -0.0479
H -0.0795 0.0065 0.0405
H 0.0456 0.0182 -0.0076
H -0.0185 0.0305 -0.0190
H 0.0257 -0.0280 -0.0508
H -0.0296 -0.0325 0.0751
H -0.0164 0.0062 0.0558
H -0.0286 -0.0398 -0.0184
H 0.0454 0.0009 -0.0601
H -0.0055 0.0238 0.0353
H -0.0397 0.0509 -0.0015
H 0.0005 0.0231 -0.0778
Cl 0.0106 0.0075 -0.0205
C -0.0170 -0.0080 0.0802
C -0.0304 0.0526 0.0361
C -0.0852 0.0509 -0.0666
C 0.0041 0.0599 0.0541
C 0.2451 -0.3923 0.3664
C 0.0362 -0.0735 -0.0022
C 0.0246 -0.0119 0.0228
H 0.0039 -0.0253 0.0237
H 0.0225 -0.0325 -0.0276
H -0.0624 0.1734 -0.0812
H 0.0357 0.0375 -0.0855
H 0.0050 0.0134 -0.0268
H -0.0249 0.0054 0.0094
F -0.0463 -0.0351 -0.0369
C 0.0608 -0.2061 0.0901
F 0.0019 0.0642 -0.0349
F -0.0395 0.0181 0.0227
C 0.1446 0.0292 -0.0197
O 0.0364 0.0027 0.0995
O 0.0411 0.1911 0.6036

The value obtained for the calculated total energy is -5782.0843 hartree. For the LUMO energy (spin up / spin down), the calculation gives -0.104 / -0.105 eV. The HOMO energy (spin up / spin down) is -6.32 / -6.32 eV. The charge is 0. The gap between HOMO and LUMO (spin up / spin down) is 6.220 / 6.220 eV. The value obtained for the relative energy (zero: lowest compared OMol25 entry of this formula, charge and spin) is 18.5 kcal/mol.

The following is a DFT calculation (the ωB97M-V functional and the def2-TZVPD basis) of 3 unconnected molecules or ions with the total composition C28H37BBrIN3O4S2 in a non-equilibrium geometry.

Cartesian coordinates (Å):
1 C 3.28074 -1.05397 0.37905
2 O 4.11669 -0.27284 -0.50700
3 B 3.58385 0.96988 -0.77094
4 O 3.00700 1.20021 -1.99088
5 C 3.72598 2.12478 0.35778
6 N 4.71601 3.00071 0.14510
7 C 4.68454 3.88581 1.22479
8 Br 5.92651 5.29422 1.32930
9 C 3.68994 3.50043 2.03779
10 I 3.22295 4.44642 3.84983
11 N 3.05133 2.38060 1.46687
12 C 1.88799 1.59800 1.92425
13 C 0.71832 2.42541 2.50286
14 C -0.66447 1.98484 1.96555
15 S -0.82408 0.17629 1.79595
16 C -1.74002 -0.22280 0.31543
17 S -1.44557 -1.67197 -0.34815
18 N -2.72454 0.62254 -0.30592
19 C -3.72597 1.08558 0.64181
20 C -4.74309 0.18430 0.93458
21 C -5.74978 0.45045 1.84374
22 C -5.75167 1.67485 2.51232
23 C -4.74900 2.58468 2.20601
24 C -3.73588 2.31589 1.29774
25 C -2.14926 1.65928 -1.10252
26 C -2.94444 2.65371 -1.68500
27 C -2.43560 3.65236 -2.48296
28 C -1.06721 3.71867 -2.76258
29 C -0.26415 2.75110 -2.18560
30 C -0.78412 1.73241 -1.38905
31 H 3.46682 -0.79552 1.43282
32 H 2.22455 -0.89566 0.09718
33 H 3.48176 -2.12536 0.25885
34 H 2.18906 0.68548 -2.07748
35 H 5.34785 3.01292 -0.64453
36 H 2.27005 0.88205 2.66931
37 H 1.55486 0.99542 1.06986
38 H 0.85418 3.48705 2.23879
39 H 0.75752 2.38833 3.59879
40 H -1.41753 2.30814 2.70156
41 H -0.87671 2.55712 1.05557
42 H -4.77066 -0.79584 0.44422
43 H -6.51296 -0.29858 2.05338
44 H -6.50878 1.92283 3.25745
45 H -4.77584 3.54718 2.72564
46 H -2.95956 3.05456 1.10344
47 H -4.02251 2.65546 -1.50094
48 H -3.07038 4.42864 -2.91466
49 H -0.62998 4.48229 -3.40460
50 H 0.81045 2.77322 -2.38990
51 H -0.06800 0.99992 -1.00780
52 C 7.23629 -1.65663 -1.83587
53 C 8.51407 -2.19304 -2.46519
54 C 8.06984 -3.56562 -2.94766
55 O 6.67749 -3.45656 -3.26853
56 C 6.17271 -2.21912 -2.76631
57 H 7.20388 -0.56927 -1.76158
58 H 7.11217 -2.07191 -0.83194
59 H 8.79825 -1.57049 -3.31732
60 H 9.35904 -2.23601 -1.77913
61 H 8.17822 -4.31835 -2.15997
62 H 8.62097 -3.90176 -3.82620
63 H 6.00020 -1.55337 -3.61985
64 H 5.22027 -2.39069 -2.26180
65 C -7.31618 -5.00642 0.20318
66 C -6.40509 -5.29010 1.38837
67 C -5.25592 -4.32740 1.13610
68 O -5.81013 -3.19423 0.45547
69 C -7.14305 -3.50659 0.02860
70 H -8.35292 -5.29767 0.36570
71 H -6.94883 -5.53154 -0.68197
72 H -6.91494 -5.02938 2.31936
73 H -6.08218 -6.32798 1.45694
74 H -4.49729 -4.77513 0.48544
75 H -4.77244 -3.99846 2.05749
76 H -7.84123 -2.95010 0.66353
77 H -7.28041 -3.18365 -1.00396

Cartesian forces, eV/Å:
C -0.1102 -0.3041 0.1385
O -0.6548 0.4747 0.3602
B -0.0722 -1.5536 -0.2956
O -0.3164 0.8376 1.0998
C 0.1548 -1.1168 -2.3394
N -0.9527 0.4578 1.8042
C 1.3535 0.5173 -0.9117
Br -0.5835 -0.5813 0.0642
C -0.9382 0.3933 1.4145
I 0.1740 -0.4472 -0.6088
N 1.2058 1.1540 -0.3193
C 0.0187 -0.3605 0.5230
C 0.3266 -0.0309 -0.2130
C -0.4750 0.7982 0.6219
S -0.2062 0.0649 -0.3517
C -0.1277 -0.5263 -0.7009
S 0.0876 0.1248 0.3193
N 0.8701 1.4997 1.1723
C -0.7172 -0.4102 0.3818
C -0.1108 -1.0760 -0.4888
C -0.1225 0.4152 0.5684
C 0.0467 -0.3314 -0.2747
C -0.1666 0.7326 0.5733
C 0.2565 -0.0793 -0.2741
C 0.5180 0.2730 -0.7419
C -1.1645 -0.2374 0.3628
C 0.6789 0.6690 -0.5430
C -0.1632 -0.2240 0.2904
C 0.4434 -0.0079 -0.3070
C 0.4171 -0.1148 0.0046
H -0.1452 0.0140 -0.3186
H 0.2258 -0.1959 0.3793
H 0.2057 0.4118 -0.1876
H 0.3335 -0.1823 -0.6122
H -0.0392 0.0743 0.1227
H -0.2121 0.2488 -0.2117
H 0.0943 0.3286 0.1473
H -0.1390 -0.3689 0.0198
H -0.0977 -0.1189 -0.3153
H 0.2572 -0.1014 -0.2822
H 0.0881 -0.6349 -0.0292
H 0.1817 0.3762 0.0333
H 0.2202 0.1548 -0.1425
H 0.1934 -0.0846 -0.2790
H 0.1855 -0.2541 -0.2592
H -0.3610 -0.0883 -0.0103
H 0.3608 -0.1241 -0.0028
H -0.0924 -0.4210 0.2255
H -0.2497 -0.1391 0.1957
H -0.3039 -0.0749 0.1210
H -0.3821 0.0534 0.0458
C -0.0407 -0.0751 0.2068
C 0.0835 0.1221 -0.1564
C -0.0484 -0.1833 0.1031
O 0.1163 0.1579 0.1415
C -0.0531 0.0184 -0.2431
H -0.0014 -0.0113 -0.0277
H -0.0063 0.0356 -0.0058
H 0.0183 -0.0211 0.0177
H -0.0223 -0.0302 -0.0044
H 0.0896 0.0083 -0.0067
H -0.0893 -0.0238 -0.0248
H -0.0589 0.0831 0.0690
H -0.0080 -0.0621 -0.0524
C 0.0584 -0.1089 -0.1865
C -0.0934 0.0434 0.2032
C 0.1769 -0.0080 -0.1380
O -0.0819 -0.0971 0.0561
C -0.0860 0.1678 0.1015
H 0.0132 0.0295 0.0092
H -0.0356 0.0148 0.0030
H 0.0286 -0.0247 -0.0012
H 0.0158 0.0234 -0.0200
H 0.0202 -0.0545 0.0593
H -0.0008 0.0871 -0.0432
H -0.0723 -0.0328 -0.0503
H 0.0838 0.0572 0.0208

The value obtained for the calculated total energy is -5247.0687 hartree. For the LUMO energy, the calculation gives -3.126 eV. The HOMO energy is -10.47 eV. The charge is +1. The gap between HOMO and LUMO is 7.347 eV. The value obtained for the relative energy (zero: lowest compared OMol25 entry of this formula, charge and spin) is 0.0 kcal/mol.

The following is a DFT calculation (the ωB97M-V functional and the def2-TZVPD basis) of a molecular structure, C28H38AsCoN2O4S2.

Cartesian coordinates (Å):
1 Co -0.60077 0.49468 -1.14862
2 O -3.16591 3.25745 -2.29538
3 C -2.67878 2.12675 -2.36909
4 O -1.43650 1.88899 -2.16835
5 C -3.58772 0.97923 -2.78092
6 C -4.84952 1.35396 -3.25126
7 C -5.77690 0.43121 -3.69125
8 C -5.44360 -0.92077 -3.65480
9 C -4.20879 -1.31472 -3.18720
10 C -3.24558 -0.39007 -2.74046
11 S -1.75936 -1.10841 -2.14623
12 H -5.06844 2.41354 -3.25531
13 H -6.74410 0.75366 -4.05694
14 H -6.15419 -1.67028 -3.98554
15 H -3.95495 -2.36722 -3.14618
16 C -3.96636 -0.91189 1.06627
17 C -3.84860 0.60085 0.90291
18 As -1.96663 1.16367 0.86072
19 C -1.35895 0.63434 2.66413
20 C -2.23331 0.96962 3.86587
21 C -2.11346 3.12377 0.96845
22 C -3.27871 3.72656 1.74280
23 H -5.00675 -1.23390 0.98516
24 H -3.59345 -1.23643 2.04167
25 H -3.38983 -1.42703 0.29504
26 H -4.38737 1.13195 1.69110
27 H -4.27366 0.91401 -0.05316
28 H -0.36498 1.07547 2.77004
29 H -1.19511 -0.44366 2.58908
30 H -2.22536 2.03931 4.08038
31 H -1.88168 0.45335 4.76301
32 H -3.27156 0.67298 3.70330
33 H -2.15757 3.44561 -0.07495
34 H -1.14902 3.46320 1.35672
35 H -4.22870 3.45775 1.27884
36 H -3.21793 4.81785 1.73777
37 H -3.31142 3.39968 2.78398
38 C 4.68810 -6.73879 0.23642
39 C 5.15209 -6.89521 1.66185
40 O 5.63544 -7.91280 2.08932
41 S 5.09564 -5.48056 2.75841
42 C 3.96725 -4.33531 1.99964
43 C 4.44679 -3.19240 1.36887
44 C 3.56941 -2.29257 0.79104
45 C 2.18289 -2.51029 0.81963
46 C 1.71627 -3.66382 1.47083
47 C 2.59290 -4.55325 2.06119
48 C 1.28218 -1.58956 0.22240
49 C 0.51079 -0.79442 -0.29363
50 H 4.52471 -7.72965 -0.18225
51 H 5.48672 -6.24333 -0.31994
52 H 3.79737 -6.12889 0.14313
53 H 5.51502 -3.01887 1.32287
54 H 3.94414 -1.40614 0.29574
55 H 0.64971 -3.84276 1.50568
56 H 2.21519 -5.43152 2.57104
57 C 1.28192 2.60202 -3.04393
58 N 2.34473 2.46102 -2.05979
59 C 3.66455 2.19321 -2.59498
60 C 1.98665 2.17671 -0.78148
61 O 0.82483 1.94124 -0.47236
62 N 2.99681 2.15035 0.17736
63 C 2.58279 1.59279 1.45618
64 C 3.82101 3.34228 0.32222
65 H 1.60978 3.29853 -3.81655
66 H 0.37127 2.96022 -2.56789
67 H 1.04446 1.63847 -3.50808
68 H 3.57721 1.49543 -3.43173
69 H 4.29542 1.73890 -1.83636
70 H 4.14134 3.10641 -2.96483
71 H 1.93828 0.73253 1.28121
72 H 2.04149 2.33036 2.06223
73 H 3.47349 1.27613 2.00010
74 H 4.15177 3.72083 -0.63936
75 H 4.70215 3.09597 0.91655
76 H 3.27299 4.14173 0.83773

Cartesian forces, eV/Å:
Co -0.0064 -0.0156 0.0684
O 0.0458 -0.0297 -0.0062
C -0.2856 -0.0141 -0.2151
O 0.0176 0.0063 0.1981
C 0.0768 -0.1693 0.0874
C 0.0124 0.0119 0.0214
C -0.0207 -0.0347 -0.0140
C -0.0377 0.0210 -0.0052
C 0.0030 0.0336 -0.0196
C -0.0447 0.1925 -0.0045
S 0.1275 -0.0056 0.0091
H -0.0063 -0.0067 -0.0021
H -0.0014 0.0026 0.0059
H -0.0006 0.0034 -0.0058
H 0.0081 -0.0011 0.0008
C 0.0354 0.0145 -0.0095
C 0.0587 0.0270 0.0379
As -0.0443 0.0638 0.1380
C -0.0114 -0.0219 -0.1111
C -0.0263 0.0365 -0.0313
C 0.0433 -0.0260 -0.0192
C -0.0282 -0.0419 0.0088
H -0.0058 -0.0026 -0.0023
H 0.0054 -0.0053 -0.0103
H -0.0063 -0.0035 0.0007
H 0.0224 -0.0122 -0.0008
H 0.0134 0.0147 -0.0056
H 0.0195 0.0036 -0.0175
H -0.0107 0.0125 -0.0159
H -0.0099 -0.0228 -0.0093
H 0.0090 0.0026 0.0045
H 0.0021 -0.0031 0.0136
H 0.0236 -0.0203 0.0205
H -0.0073 -0.0148 0.0396
H -0.0043 0.0031 0.0083
H 0.0027 0.0050 -0.0010
H -0.0036 0.0139 -0.0380
C 0.0649 -0.0881 0.0300
C 0.0142 0.0387 -0.0716
O 0.0181 0.0583 -0.0258
S -0.1372 -0.0035 0.0936
C 0.1414 -0.0812 -0.0203
C 0.0362 -0.0293 -0.0489
C -0.0582 0.0022 -0.0002
C 0.0906 -0.0625 0.0823
C 0.0008 0.0268 -0.0121
C -0.0074 -0.0364 0.0268
C -0.1201 0.1523 -0.0728
C -0.0013 -0.1617 -0.0907
H 0.0134 0.0089 0.0044
H -0.0127 0.0155 0.0012
H -0.1006 0.0605 0.0238
H -0.0022 0.0059 0.0068
H -0.0021 0.0136 -0.0028
H 0.0024 0.0097 0.0003
H 0.0045 0.0019 -0.0037
C -0.0433 0.0074 0.0106
N 0.1257 0.0071 0.0103
C -0.0193 -0.0038 0.0398
C 0.3618 -0.0772 -0.2106
O -0.4568 0.0090 0.1912
N -0.0284 0.1428 -0.0704
C -0.0466 -0.0331 0.0406
C 0.0088 -0.0755 0.0096
H 0.0197 0.0214 -0.0105
H 0.0975 0.0041 -0.0904
H 0.0174 0.0361 0.0047
H -0.0054 -0.0053 0.0087
H 0.0108 -0.0009 0.0217
H -0.0051 -0.0029 0.0107
H 0.0497 0.0333 0.0459
H -0.0201 -0.0188 -0.0012
H 0.0220 0.0079 0.0163
H -0.0073 0.0052 -0.0600
H 0.0046 0.0002 -0.0153
H 0.0045 -0.0060 0.0094

The value obtained for the calculated total energy is -5915.2149 hartree. As for the expectation value of S²: 0.7657. For the LUMO energy (spin up / spin down), the calculation gives 2.324 / 2.324 eV. As for the spin multiplicity: 2. The HOMO energy (spin up / spin down) is -3.95 / -4.16 eV. The charge is -1. The gap between HOMO and LUMO (spin up / spin down) is 6.274 / 6.481 eV.

> Number 2 is which compound?

C28H37BBrIN3O4S2

> Look up the calculated total energy of the second one.

-5247.0687 hartree

> What is the formula in the second record?

C28H37BBrIN3O4S2

> Which of these has the highest calculated total energy?

C28H37BBrIN3O4S2